{"formula": "C5H8O2", "method": "the ωB97M-V functional and the def2-TZVPD basis", "elements": ["C", "C", "C", "C", "O", "C", "O", "H", "H", "H", "H", "H", "H", "H", "H"], "xyz": [[-1.736, -1.052, -1.357], [-0.857, -0.733, -0.579], [0.339, -0.036, -0.098], [0.228, 1.011, -1.255], [1.514, -0.816, -0.193], [0.266, 0.496, 1.350], [0.400, -0.573, 2.279], [-2.426, -1.808, -1.601], [1.080, 0.906, -1.927], [0.035, 2.013, -0.873], [-0.654, 0.703, -1.845], [1.610, -1.263, 0.668], [-0.651, 1.070, 1.526], [1.129, 1.140, 1.554], [-0.410, -1.101, 2.263]], "forces_ev_per_angstrom": [[0.250, -1.252, 1.565], [-0.669, -1.205, 0.310], [-0.431, 0.238, -0.288], [0.104, 0.474, -0.373], [-0.013, -0.016, -0.014], [-0.075, 0.258, -0.259], [-0.244, -0.159, -0.123], [-0.726, -0.115, -0.591], [0.279, 0.409, 0.346], [0.498, 0.183, -0.072], [1.073, 1.096, 0.211], [-0.048, 0.141, -0.333], [0.059, -0.101, -0.101], [-0.167, -0.041, -0.291], [0.109, 0.091, 0.014]], "lowdin_charge": [0.114, -0.087, -0.526, -0.006, 0.005, -0.179, -0.057, 0.026, 0.097, 0.088, 0.057, 0.099, 0.132, 0.136, 0.101], "fmax_ev_per_a": 2.0, "e_tot_ha": -345.67245, "smiles": "C#C[C@](C)(O)CO", "total_charge": 0, "e_homo_ev": -9.616}